# 1
The following is a quantum chemistry calculation of a 2-piece molecular cluster, C4H3N3 overall at a distorted geometry, from the OMol25 dataset.

Geometry (Å):
N  2.253398  0.363568  0.004563
C  3.401050  0.562188  -0.162327
C  0.686451  -1.293576  0.000573
N  0.402864  -2.399927  -0.214542
C  -2.084199  -0.048021  -0.144393
C  -1.937392  1.103848  0.175373
N  0.990302  -0.002949  0.292182
H  -2.186601  -1.079159  -0.414885
H  -1.814837  2.122948  0.475675
H  0.288961  0.671079  -0.012219

Forces on atoms 1 to 6 (eV/Å):
1.188 0.131 -0.150
-0.963 -0.076 0.138
-0.336 -1.199 -0.250
0.337 1.418 0.317
0.048 0.555 0.143
-0.119 -0.518 -0.145

Computed properties:
- M (g mol⁻¹) = 93.089
- E_LUMO (eV) = 0.60
- maximum force (eV Å⁻¹) = 1.49
- Kohn-Sham gap (Eh) = 0.41754

# 2
The following is a quantum chemistry calculation of C4H3N3O as an isolated structure at a distorted geometry, from the OMol25 dataset.

Geometry (Å):
C  -1.094395  -0.645230  -1.347303
C  -0.395430  0.737849  -0.018907
C  1.009811  1.293966  1.431827
C  0.461816  -0.314862  0.057162
H  -2.059115  -1.193388  -1.809122
H  1.692060  1.535030  2.318596
H  0.344698  -2.354548  -0.649250
N  -1.318281  0.498965  -0.928751
N  0.047436  1.779483  0.763899
N  -0.021033  -1.309114  -0.802795
O  1.332432  -0.028151  0.984643

Forces on atoms 1 to 6 (eV/Å):
-4.452 -5.639 -2.904
2.271 0.616 0.036
1.717 -1.726 0.351
-2.012 0.573 -0.049
3.061 0.787 0.423
-1.436 0.254 -1.734

Computed properties:
- M (g mol⁻¹) = 109.088
- E_LUMO (eV) = 0.55
- maximum force (eV Å⁻¹) = 7.75
- Kohn-Sham gap (Eh) = 0.33500

# 3
The following is a quantum chemistry calculation of a single C4H3N3O molecule at a distorted geometry, from the OMol25 dataset.

Geometry (Å):
C  1.240133  -0.424783  -0.288428
C  0.881485  0.935470  0.206629
C  -0.373789  1.295692  -0.040044
C  -1.011863  -1.421296  0.207174
H  1.729869  1.386997  0.594766
H  -0.631318  2.223521  0.358460
H  -1.590910  -1.955097  0.938885
N  -1.457416  0.615849  -0.693513
N  -1.593211  -0.623976  -0.609395
N  0.367810  -1.562663  -0.070970
O  2.439211  -0.469709  -0.603565

Forces on atoms 1 to 6 (eV/Å):
2.157 -0.055 0.126
-2.538 -3.941 -1.648
-0.628 0.024 1.383
8.869 -1.363 -0.493
0.877 1.661 0.695
-1.016 1.719 -0.085

Computed properties:
- M (g mol⁻¹) = 109.088
- structure (SMILES) = O=c1ccnncn1
- E_LUMO (eV) = -1.58
- maximum force (eV Å⁻¹) = 8.99
- Kohn-Sham gap (Eh) = 0.29944

# 4
The following is a quantum chemistry calculation of a single C4H3N3O2 molecule at a distorted geometry, from the OMol25 dataset.

Geometry (Å):
C  -1.280324  -0.506172  0.885949
C  -1.003002  -1.203410  -0.388869
C  1.628438  0.729786  -0.718785
C  -0.491968  0.801914  0.983458
H  -1.769552  -1.873754  -0.840467
H  2.599837  0.840493  -1.119923
H  0.269785  0.858678  1.748071
N  0.040094  -1.089825  -1.146849
N  0.951311  1.776667  -0.515153
N  -0.329426  1.353230  -0.170325
O  -1.841422  -1.078600  1.783609
O  1.226229  -0.609009  -0.500716

Forces on atoms 1 to 6 (eV/Å):
0.199 0.206 1.573
0.758 -0.200 -2.289
-0.463 -0.973 -0.294
0.197 -0.038 -2.022
0.412 0.770 0.427
1.010 -0.234 -0.179

Computed properties:
- M (g mol⁻¹) = 125.087
- structure (SMILES) = O=C1/C=N\O/C=N\N=C\1
- E_LUMO (eV) = -1.12
- maximum force (eV Å⁻¹) = 2.42
- Kohn-Sham gap (Eh) = 0.32477

# 5
The following is a quantum chemistry calculation of a single C4H3N3OS2 molecule at a distorted geometry, from the OMol25 dataset.

Geometry (Å):
C  1.401729  0.184405  -2.444532
C  0.403496  -0.097396  -0.406532
C  -2.252580  1.090260  1.012110
C  -0.248048  0.063476  1.127029
N  0.375806  -0.568516  -2.513307
N  -0.228829  -0.758203  -1.327011
N  -1.567893  2.178582  1.163918
O  -1.604249  -0.099359  1.064007
S  1.743119  0.847639  -0.914216
S  0.054072  1.847281  1.459766
H  1.897718  0.631085  -3.377447
H  -3.221525  0.991418  0.460156
H  0.221272  -0.581563  1.979953

Forces on atoms 1 to 6 (eV/Å):
1.481 1.867 -2.372
-1.917 -0.495 3.140
0.917 1.641 -1.808
3.392 -0.586 -0.997
-0.567 -0.701 -1.335
0.667 0.335 1.046

Computed properties:
- M (g mol⁻¹) = 173.222
- structure (SMILES) = C1=NS[C@H](c2nncs2)O1
- E_LUMO (eV) = 0.46
- maximum force (eV Å⁻¹) = 3.71
- Kohn-Sham gap (Eh) = 0.33621

# 6
The following is a quantum chemistry calculation of a single C4H3N3S molecule at a distorted geometry, from the OMol25 dataset.

Geometry (Å):
C  -1.029677  -1.231706  -0.123433
C  1.242773  -0.111607  0.076013
C  -0.145474  -0.102000  -0.046112
C  -0.442771  1.275341  -0.108042
N  -2.294498  -1.176535  -0.051351
N  0.609073  2.022583  -0.035766
N  1.645856  1.175990  0.083473
S  -3.524086  -0.243059  0.107679
H  -0.584287  -2.212521  -0.259467
H  1.934662  -0.921572  0.187456
H  2.588430  1.525085  0.169546

Forces on atoms 1 to 6 (eV/Å):
-0.041 -0.795 0.102
-0.410 0.063 -0.049
0.450 1.013 -0.034
-1.289 -0.832 0.130
0.136 0.018 -0.125
-0.333 1.040 -0.005

Computed properties:
- M (g mol⁻¹) = 125.156
- E_LUMO (spin up / spin down) (eV) = -2.57 / -2.57
- maximum force (eV Å⁻¹) = 1.54
- Kohn-Sham gap (spin up / spin down) (Eh) = 0.18715 / 0.18810

# 7
The following is a quantum chemistry calculation of a single C4H3N4P molecule at a distorted geometry, from the OMol25 dataset.

Geometry (Å):
C  -1.105847  -2.001248  0.341053
C  -1.395582  1.303589  0.620091
C  -0.218226  -0.873949  0.822378
C  -0.315205  0.538609  -0.102417
N  -1.537077  -2.962972  -0.116046
N  -2.337388  1.701237  1.147033
N  1.104705  -1.143109  0.866142
N  1.945724  -0.325609  0.498139
P  1.396411  1.204994  0.134902
H  -0.598776  -0.586381  1.848439
H  -0.675562  0.244015  -1.148051
H  1.582117  1.467086  -1.267396

Forces on atoms 1 to 6 (eV/Å):
1.801 0.572 -0.077
0.369 -0.820 -1.288
-4.314 2.960 -0.605
-2.725 -0.897 1.001
-0.343 0.322 0.183
0.324 0.221 0.070

Computed properties:
- M (g mol⁻¹) = 138.070
- structure (SMILES) = N#C[C@H]1N=NP[C@@H]1C#N
- E_LUMO (eV) = -0.91
- maximum force (eV Å⁻¹) = 5.27
- Kohn-Sham gap (Eh) = 0.33866

# 8
The following is a quantum chemistry calculation of C4H3NO as an isolated structure at a distorted geometry, from the OMol25 dataset.

Geometry (Å):
C  -3.391320  -0.634963  0.035555
C  -3.659857  0.695698  0.026857
C  -1.483427  -0.192274  -0.057738
C  -0.023367  -0.028021  -0.017060
N  -2.234338  -1.242464  -0.020305
O  -2.335867  1.001135  -0.027200
H  0.460083  -0.708692  -0.715521
H  0.338154  -0.251936  0.987804
H  0.227890  1.000357  -0.268070

Forces on atoms 1 to 6 (eV/Å):
0.939 0.828 0.140
-2.006 -1.118 -0.123
-1.402 1.595 0.066
0.059 -0.021 0.057
-0.637 -0.687 -0.115
2.983 -0.671 0.015

Computed properties:
- M (g mol⁻¹) = 81.074
- E_LUMO (spin up / spin down) (eV) = -2.10 / -2.02
- maximum force (eV Å⁻¹) = 3.06
- Kohn-Sham gap (spin up / spin down) (Eh) = 0.27192 / 0.27419

We obtain relative energy (zero: lowest compared OMol25 entry of this formula, charge and spin) values of 506.40 190.34 435.98 458.92 10.53 494.95 299.75 512.76 kJ/mol for the records listed above, in that order.